(1)
{
  "formula": "CH4OS",
  "method": "ωB97M-V with the def2-TZVPD basis set",
  "symbols": ["S", "H", "H", "O", "C", "H", "H"],
  "coordinates": [[-3.0732, 0.0948, 0.4781], [-2.4550, 1.0863, 1.2098], [-3.4099, -0.4754, 1.5755], [1.8226, -1.0747, -0.1956], [2.2165, -0.1760, -0.8556], [2.9417, 0.4724, -0.3343], [1.9574, 0.0725, -1.8779]],
  "forces_ev_per_a": [[0.89, 1.39, -1.39], [-0.13, -0.22, -0.44], [-0.71, -1.22, 1.84], [-1.50, -1.76, 0.24], [1.66, 1.47, 0.97], [0.19, 0.54, -0.59], [-0.40, -0.20, -0.63]],
  "lowdin_charge": [1.1455, -0.0292, -0.1190, -0.0005, -0.1571, 0.0845, 0.0759],
  "homo_ev": [-12.82, -12.82],
  "charge": 1,
  "gap_ev": [7.4, 1.9],
  "e_tot_ev": -13972.9346,
  "fmax_ha_per_bohr": 0.0470,
  "relative_energy_kj_mol": 41.9,
  "spin_multiplicity": 2
}

(2)
{
  "formula": "C8H13N3O",
  "method": "ωB97M-V with the def2-TZVPD basis set",
  "symbols": ["C", "C", "N", "N", "C", "C", "C", "C", "N", "C", "C", "O", "H", "H", "H", "H", "H", "H", "H", "H", "H", "H", "H", "H", "H"],
  "coordinates": [[1.2585, -1.5878, 2.1925], [0.7026, -1.8155, 0.7648], [-0.4270, -0.9383, 0.5180], [-1.6980, -1.2692, 1.0508], [-0.3613, 0.1311, -0.3004], [0.8109, 0.6799, -0.8923], [2.0595, 1.1244, -0.2004], [0.3055, 1.0341, -2.1043], [0.3825, 1.0291, -3.3072], [-1.4620, 0.6257, -1.0631], [-2.2951, 1.8122, -0.8992], [-2.8349, 0.4958, -0.9288], [1.7705, -0.6810, 2.5040], [0.4792, -1.5364, 2.8258], [1.9712, -2.3317, 2.3632], [1.5728, -1.5409, 0.1376], [0.5255, -2.8173, 0.7608], [-2.4372, -1.5513, 0.4595], [-2.0193, -0.7700, 1.8378], [2.4083, 0.4708, 0.5607], [1.7978, 2.1385, 0.2781], [2.8527, 1.2765, -0.8586], [-0.3558, 1.1895, -3.9326], [-2.5233, 2.3918, 0.0863], [-2.4838, 2.4400, -1.8530]],
  "forces_ev_per_a": [[1.30, 1.07, -1.94], [2.26, 4.12, 1.65], [-1.48, -0.25, 0.08], [1.98, -1.18, 0.45], [-0.27, -0.65, -0.68], [-0.34, -0.09, 1.26], [-1.95, 2.17, 0.90], [-1.06, -0.66, 0.31], [1.66, -0.43, -1.33], [1.19, 1.56, 1.10], [-0.69, 2.29, -0.20], [-0.52, -0.89, -0.54], [0.27, 0.68, -1.13], [-2.78, -0.91, 2.55], [0.77, -1.57, 0.82], [-1.01, -0.32, -0.49], [-1.19, -2.73, -0.75], [-0.20, -0.05, -1.14], [0.13, 0.89, 0.65], [0.01, -0.63, 0.73], [0.77, -1.34, -0.40], [1.28, 0.31, -1.27], [-1.04, 0.78, -0.56], [0.78, -1.19, -1.72], [0.13, -0.98, 1.66]],
  "lowdin_charge": [-0.0722, -0.1535, -0.1126, 0.1022, -0.1688, -0.2121, -0.0293, -0.1736, 0.1600, -0.2317, -0.1175, -0.0301, 0.0714, 0.0240, 0.0571, 0.1221, 0.0829, 0.0782, 0.0786, 0.0422, 0.1154, 0.0535, 0.0490, 0.1383, 0.1262],
  "homo_ev": -7.53,
  "gap_ev": 8.4,
  "e_tot_ev": -15017.9319,
  "fmax_ha_per_bohr": 0.0970,
  "relative_energy_kj_mol": 684.9,
  "smiles": "CCN(N)/C(C(C)=C=N)=C1/CO1",
  "spin_multiplicity": 1
}

(3)
{
  "formula": "C4H6N2O",
  "method": "ωB97M-V with the def2-TZVPD basis set",
  "symbols": ["O", "C", "N", "C", "C", "C", "N", "H", "H", "H", "H", "H", "H"],
  "coordinates": [[-2.2384, -0.4543, 1.0869], [-1.3046, -0.1669, 0.3939], [-0.8764, 1.0273, -0.1327], [0.4667, 0.9807, -0.6845], [0.8229, -0.4974, -0.6550], [0.4615, -1.1804, 0.6020], [-0.3941, -1.3249, -0.5510], [-1.0913, 1.8574, 0.3965], [1.1591, 1.5638, -0.0663], [0.4749, 1.3843, -1.7004], [1.6907, -0.7967, -1.2517], [0.9014, -1.9500, 1.2169], [-0.0725, -0.4429, 1.3454]],
  "forces_ev_per_a": [[1.01, 0.27, -0.54], [-1.96, -1.24, -3.72], [0.21, 0.03, 0.41], [0.17, 0.05, -0.09], [-0.08, 0.11, 0.47], [0.39, 1.41, 2.46], [-1.74, 1.75, 1.41], [-0.23, -0.08, 0.20], [-0.03, -0.02, -0.12], [0.03, -0.11, 0.05], [-0.64, -0.28, 0.12], [0.45, -0.53, -0.65], [2.42, -1.36, -0.02]],
  "lowdin_charge": [0.1051, -0.4879, 0.0626, -0.1439, -0.2489, -0.1686, 0.0999, 0.1456, 0.1215, 0.1164, 0.1427, 0.1142, 0.1414],
  "homo_ev": -9.63,
  "gap_ev": 10.4,
  "e_tot_ev": -9269.9088,
  "fmax_ha_per_bohr": 0.0853,
  "relative_energy_kj_mol": 346.7,
  "spin_multiplicity": 1
}